Entry 1:
Entry from the OMol25 dataset: a cluster of 2 separate species, C26H29F3O7 in total at a distorted geometry (wB97M-V/def2-TZVPD).

The geometry in XYZ format:
```
65
Properties=species:S:1:pos:R:3:forces:R:3:mulliken_charge:R:1
F -1.79843 1.10901 -4.93285 0.579 -0.633 -0.362 -0.251
F -4.11002 1.37482 -3.72143 -0.010 -0.001 -0.193 -0.352
F -2.28760 -1.00899 -5.55445 0.497 0.363 -0.259 -0.246
O 1.90774 -1.50979 -2.87911 -0.368 0.145 0.175 -0.356
O 4.71526 1.98934 6.37366 -0.009 0.016 -0.245 -0.373
O 0.62451 -2.54486 -1.24758 0.124 -0.199 -0.095 -0.201
O 3.55233 0.63922 -3.18146 -0.466 -0.085 0.002 -0.539
O -0.70845 -2.19620 1.62803 -0.109 0.469 -0.543 -0.602
O -4.47875 0.55246 0.95239 0.734 0.059 -0.491 -0.572
O 3.28878 1.49612 3.85225 0.062 -0.090 0.224 -0.325
C -3.14082 -0.82848 -0.49136 -0.163 1.006 1.001 0.876
C -2.66458 0.11325 -4.96955 -1.162 0.492 0.800 0.559
C -4.61465 -2.11714 -3.69859 0.042 -0.251 -0.245 -1.403
C 1.36000 -0.25413 -2.51345 0.160 0.842 0.411 -0.107
C -1.17653 -1.33987 0.90494 0.103 -0.031 0.142 -0.223
C -3.98783 -0.98712 -1.55768 -0.454 -0.071 -0.311 -0.811
C -2.02184 2.30394 1.17169 -0.034 0.225 0.077 -0.893
C 0.22034 0.63735 1.56325 0.196 0.240 0.248 -0.705
C -3.37416 0.26609 0.53390 -0.266 -0.004 0.056 -0.262
C -2.10038 0.94530 0.98744 -1.232 -0.383 -0.395 0.732
C -3.85554 0.23494 -4.40310 -0.185 -0.311 0.005 0.320
C 5.84863 2.32264 5.58962 0.066 0.013 0.112 -0.689
C 2.65599 1.80823 5.08900 -0.020 0.284 -0.345 -0.364
C 3.53864 2.67217 5.96820 -0.046 -0.216 0.325 -0.665
C -3.71212 -1.96967 -2.49663 -0.940 0.556 -0.060 0.895
C -2.02766 -1.62803 -0.31738 0.469 0.082 0.577 0.899
C -0.47754 -3.43590 -1.05491 -0.268 0.440 -0.078 -1.337
C 2.14948 0.89945 -3.14693 0.258 0.123 0.388 -0.456
C -0.99739 0.13909 1.17812 -0.060 -1.726 -0.359 0.567
C -2.59868 -2.75685 -2.31694 0.347 -0.773 -0.882 -0.848
C 1.04819 -2.55710 -2.59213 0.295 -0.729 -0.540 -0.339
C 3.89245 0.21143 3.85882 -0.070 -0.049 -0.230 -0.858
C -1.74130 -2.61184 -1.24910 0.371 -0.678 0.603 0.468
C -0.79330 2.81052 1.54772 -0.269 1.276 0.070 -0.764
C 0.29617 2.00485 1.74951 1.236 -0.136 0.192 -0.720
C -4.96068 -0.78379 -4.40832 0.217 -0.160 -0.417 -0.765
H 3.73113 0.15901 -2.36442 0.294 -0.037 -0.158 0.322
H 2.00454 1.78906 -2.51236 -0.363 -0.138 -0.171 0.272
H -2.87262 2.95367 0.99708 0.029 -0.148 0.085 0.502
H 1.74719 2.36903 4.84781 -0.018 -0.016 0.052 0.372
H -4.12210 -2.79631 -4.40578 -0.069 0.218 0.032 0.374
H 1.79668 1.16158 -4.14807 0.280 -0.305 -0.013 0.313
H -0.42656 -4.29656 -1.73575 -0.048 0.189 0.013 0.456
H 1.08952 0.00320 1.70229 -0.186 -0.035 0.007 0.657
H 6.60261 1.55209 5.74567 -0.024 0.005 0.072 0.249
H 1.25893 2.42438 2.03288 -0.189 0.074 0.004 0.577
H -2.38409 -3.49996 -3.08663 0.069 0.023 0.210 0.332
H -5.86323 -0.31042 -4.00944 0.270 -0.044 0.169 0.423
H 1.43248 -0.14505 -1.41941 -0.083 -0.108 -0.180 0.188
H 3.13175 -0.55907 3.69183 0.045 -0.065 0.075 0.305
H -0.68372 3.88489 1.67559 -0.009 -0.140 0.006 0.392
H 2.98414 2.91994 6.87850 -0.023 0.033 -0.024 0.394
H -0.42630 -3.79752 -0.02767 0.067 0.034 -0.180 0.426
H -5.56517 -2.60790 -3.44992 0.226 0.066 0.186 0.378
H 2.35721 0.89350 5.60892 0.062 0.004 0.050 0.348
H 1.60822 -3.49191 -2.75858 0.010 0.267 -0.119 0.274
H 3.79066 3.61001 5.46356 -0.010 -0.032 -0.073 0.333
H 0.29433 -0.13364 -2.76867 0.139 -0.303 -0.096 0.184
H 5.61353 2.36790 4.52436 -0.044 0.006 0.007 0.287
H -5.20566 -1.03108 -5.44976 0.008 0.090 0.165 0.416
H 6.25824 3.28576 5.91156 0.029 0.022 -0.072 0.323
H 0.19873 -2.55053 -3.30474 -0.122 0.192 0.401 0.370
H 4.60913 0.17397 3.03832 -0.044 0.043 -0.012 0.262
H -4.84818 -0.33595 -1.68542 0.105 -0.041 0.183 0.565
H 4.41838 0.00747 4.79272 -0.025 0.036 0.023 0.421
```
Forces are in eV/Å.

structure (SMILES) = O=C1c2ccccc2C(=O)c2c(COCOCCO)cc(CCC(F)=C(F)F)cc21.COCCOC
gap between HOMO and LUMO = 8.955 eV
calculated total energy = -49914.113 eV

=====

Entry 2:
Entry from the OMol25 dataset: the ion C26H29F5N3O3 with charge +1 at a distorted geometry (wB97M-V/def2-TZVPD).

The geometry in XYZ format:
```
66
Properties=species:S:1:pos:R:3:forces:R:3:mulliken_charge:R:1
F -7.29056 1.37452 3.86005 0.839 0.156 -0.448 -0.280
F -3.01498 3.42338 3.67782 -0.659 -0.544 -0.333 -0.344
F -5.51043 3.24843 4.80184 0.244 -0.634 -0.809 -0.283
F -4.11320 -0.07409 0.65387 -0.189 0.550 0.528 -0.338
F -6.61151 -0.25483 1.75292 0.625 0.691 0.386 -0.288
O -2.14916 0.14695 4.41037 2.234 0.295 -2.150 -0.711
O -0.60800 -3.16905 -4.42966 1.608 -0.049 0.219 -0.292
O -1.25220 -1.14573 -3.78596 2.629 -0.893 0.290 -0.646
N 1.11549 -0.38692 -2.82764 -4.423 5.018 -3.573 -0.074
N -0.01930 0.48993 1.58164 0.166 -0.121 0.153 0.436
N 0.10460 0.32389 3.83552 -0.672 0.070 -0.474 0.275
C 5.86352 0.89373 -2.94774 -1.250 0.260 0.763 -0.483
C 5.57764 0.52401 -1.57427 0.605 0.377 -1.308 -0.663
C 0.62210 0.31839 5.17009 0.474 -0.040 0.255 -0.991
C -5.17160 2.44926 3.76789 -0.309 0.154 0.167 0.276
C 2.10150 -0.46542 2.58553 -0.136 -0.189 0.055 -0.920
C -3.91876 2.54256 3.17319 0.241 -0.055 0.300 0.245
C -3.53286 1.69337 2.13819 -0.748 0.136 0.087 -0.115
C -1.23092 0.27370 3.57097 -1.705 -0.042 1.127 0.164
C 1.54115 1.99289 2.69768 -0.108 0.191 0.512 -1.307
C -2.32364 -4.80867 -4.51544 0.196 -0.199 0.502 -1.182
C 4.27285 0.16929 -1.24666 -0.491 -0.019 0.401 -0.167
C 4.80474 0.95978 -3.90749 1.071 -0.217 1.409 -0.765
C -1.39468 0.43582 2.03739 -0.099 -0.392 0.390 -0.209
C 0.96904 0.57777 2.69372 -0.033 0.082 -0.969 -0.030
C 3.48749 0.69175 -3.51717 0.790 -0.120 1.451 -0.629
C 1.49878 0.79482 -0.31476 -3.031 1.227 1.671 -1.244
C 3.20413 0.30758 -2.15807 2.906 0.648 -0.375 0.296
C -0.33917 -1.97982 -3.94503 -3.645 0.811 -0.520 0.843
C -4.46762 0.77674 1.65871 -0.022 -0.128 0.120 0.192
C -6.08114 1.50331 3.28068 -0.297 -0.134 0.242 0.641
C 1.88569 0.10515 -1.56853 0.175 -6.086 0.453 0.498
C 1.12613 -1.72916 -3.62137 0.979 0.922 1.116 -0.569
C -5.73281 0.65944 2.21951 -0.300 -0.090 -0.040 0.136
C 0.25560 0.52212 0.26936 2.547 0.016 -0.173 0.029
C -1.90732 -3.48436 -5.04195 0.632 0.541 -0.397 -0.221
C -2.14398 1.70088 1.61479 0.404 0.243 0.074 -0.693
H 1.16005 1.24012 5.36433 0.054 0.226 0.150 0.348
H -1.51292 -5.51712 -4.59118 0.221 -0.282 -0.135 0.323
H 1.61671 0.34734 -3.42246 -2.630 -1.123 -0.396 0.258
H -3.17997 -5.20999 -5.02299 -0.415 -0.049 -0.392 0.396
H -0.56644 0.24684 -0.33499 -0.981 -0.684 -0.590 0.751
H -2.14343 1.75053 0.51645 0.003 0.019 0.252 0.520
H 2.31989 2.05440 3.46198 -0.184 0.328 0.007 0.504
H 2.77542 0.87575 -4.31696 -0.291 -0.126 0.083 0.533
H 1.71722 -1.48451 2.74857 0.076 0.374 -0.062 0.415
H 1.61288 -1.03490 -1.49067 2.919 0.731 3.482 0.145
H -0.18798 0.22106 5.87805 -0.244 -0.016 0.012 0.381
H -1.58942 2.56601 1.99868 -0.232 -0.087 -0.170 0.466
H 3.95953 -0.21430 -0.22999 0.804 0.676 -1.156 0.030
H 2.86599 -0.24807 3.34489 -0.259 -0.102 -0.163 0.489
H 0.04305 -0.18101 -2.59342 2.309 -0.242 -1.687 0.524
H 6.36407 0.55834 -0.77498 -0.753 -0.215 -1.099 0.367
H 1.31369 -0.50691 5.30080 0.092 -0.201 0.118 0.299
H 1.77663 -1.59238 -4.53631 -0.903 -0.130 1.031 0.339
H 1.56080 -2.54014 -3.00240 -0.270 0.407 -0.253 0.303
H 2.02490 1.52477 0.39859 0.367 -1.592 -2.558 0.288
H 5.02129 1.25208 -4.94189 -0.096 -0.114 0.530 0.388
H -1.66878 -3.45906 -6.10600 -0.267 -0.201 0.004 0.298
H -2.57735 -4.71503 -3.46765 -0.107 -0.018 0.291 0.318
H 2.00335 2.25224 1.74486 -0.003 0.051 0.427 0.502
H 0.72414 2.70946 2.86881 0.394 -0.108 0.151 0.329
H -2.58664 -2.68905 -4.80630 -0.361 0.314 0.096 0.334
H 6.85660 1.25641 -3.24898 -0.448 -0.477 0.263 0.367
H 2.60011 -0.43090 1.60626 -0.283 0.077 0.338 -0.285
H -1.91998 -0.43338 1.60493 0.244 0.125 0.323 0.484
```
Forces are in eV/Å.

structure (SMILES) = CCOC(=O)C[NH2+][C@H](/C=C/N1[C@H](Cc2c(F)c(F)c(F)c(F)c2F)C(=O)N(C)C1(C)C)c1ccccc1
gap between HOMO and LUMO = 7.842 eV
net charge = +1
calculated total energy = -51621.322 eV
relative energy (zero: lowest compared OMol25 entry of this formula, charge and spin) = 2.0797 eV